No. 1
C13H37F2N5O4Sr | ωB97M-V/def2-TZVPD

E_LUMO	0.39	eV

```
62
Properties=species:S:1:pos:R:3:forces:R:3:lowdin_charge:R:1
Sr -0.324998 -0.105605 -0.149961 -0.42 0.73 -0.22 1.443
F 1.899272 1.085795 -0.604491 -0.53 -0.53 0.47 -0.710
F -2.659018 -1.022455 0.047289 1.11 0.43 -0.11 -0.756
C -2.081468 1.718905 2.980879 -1.85 0.52 1.07 -0.071
C -1.270308 2.879415 2.526669 0.93 -1.20 0.01 -0.403
C -0.451258 3.501175 3.666009 1.02 -0.71 -0.38 -0.209
O 0.315922 4.593265 3.191039 -0.64 0.30 0.71 -0.189
C 1.160092 5.138355 4.206759 0.28 0.17 -1.66 -0.100
N -0.437998 2.202575 1.503609 0.28 2.20 -0.04 0.013
H -2.727468 2.118925 3.762399 -0.32 -0.66 0.41 0.081
H -1.488078 0.877875 3.339589 0.12 0.15 0.16 0.083
H -2.720468 1.346515 2.180189 0.09 -0.02 -0.05 0.088
H -1.879778 3.679775 2.107059 -0.05 -0.14 -0.36 0.147
H 0.309142 2.793455 3.996179 -0.01 -0.81 0.11 0.113
H -1.014808 3.699735 4.577649 -0.52 0.58 -0.11 0.125
H 0.619592 5.570865 5.048719 -0.09 -0.08 0.01 0.088
H 1.703722 5.891235 3.636029 0.01 0.40 0.49 0.089
H 1.926182 4.428935 4.519679 -0.18 -0.37 0.33 0.083
H 0.212102 2.937365 1.263719 0.76 -0.26 -0.83 0.081
H 0.107902 1.499135 1.980339 0.24 -0.03 0.26 0.017
C 1.867992 -3.751765 0.469699 0.33 0.16 1.14 -0.058
C 1.184992 -3.338745 -0.819921 -0.26 -1.02 0.09 -0.388
C 0.708352 -4.515945 -1.758271 1.35 0.76 1.78 -0.195
O -0.124648 -4.035085 -2.795761 -0.05 -0.90 0.85 -0.185
C -0.419578 -5.124845 -3.645081 1.57 -0.21 -1.40 -0.106
N -0.011988 -2.590025 -0.442931 0.45 -0.53 -0.95 -0.057
H 1.305282 -4.476955 1.057549 0.23 -0.87 -0.49 0.085
H 1.862132 -2.973565 1.232889 -0.41 0.97 -0.49 0.062
H 2.947632 -3.900575 0.451589 -0.12 -0.92 -0.54 0.082
H 1.933962 -2.778255 -1.379401 -0.42 0.59 -0.15 0.128
H 0.208962 -5.271375 -1.151621 -0.44 -0.04 0.12 0.128
H 1.641342 -4.988265 -2.065731 0.01 -0.19 -0.91 0.125
H -0.888278 -4.762215 -4.559911 -0.26 0.00 0.31 0.095
H -0.850648 -6.064485 -3.299581 -1.00 0.58 0.97 0.091
H 0.558602 -5.520415 -3.918541 0.33 -0.01 -0.70 0.079
H -0.585028 -2.772695 -1.254321 -1.00 0.73 -0.15 0.063
H -0.472318 -3.131435 0.274759 -0.25 0.08 0.43 0.095
C -2.907638 2.369745 -3.228771 0.49 -0.68 -2.36 -0.056
C -2.013918 1.269155 -2.607561 -1.44 0.20 0.25 -0.412
C -0.956998 0.572715 -3.522621 -1.00 2.12 -0.77 -0.201
O -0.237948 -0.460295 -2.975661 0.87 -1.08 1.05 -0.228
C 0.685742 -1.141785 -3.828721 0.33 -1.20 0.39 -0.069
N -1.491898 1.860815 -1.418701 1.58 0.29 1.53 -0.069
H -2.516788 3.387065 -3.248811 0.59 -0.11 0.40 0.076
H -3.925048 2.458705 -2.847901 0.14 -0.53 0.24 0.082
H -2.943298 2.103805 -4.285221 -0.73 0.19 -0.38 0.067
H -2.714948 0.505645 -2.270351 0.05 -0.40 0.04 0.128
H -0.251328 1.357245 -3.795861 0.12 0.24 -0.57 0.137
H -1.503518 0.198725 -4.388381 -0.08 0.24 -0.35 0.132
H 0.243702 -1.984225 -4.360681 -0.70 0.15 -0.02 0.081
H 1.407652 -1.638895 -3.180771 -0.05 0.28 0.22 0.076
H 1.295122 -0.637385 -4.578621 -0.44 1.17 0.26 0.097
H -0.732768 2.505385 -1.587081 0.68 -0.12 -0.47 0.088
H -2.146588 2.503875 -0.996841 -0.57 -0.50 0.26 0.086
C 1.949022 -0.149135 2.572049 0.36 0.67 -1.59 -0.784
O 0.936222 -0.406145 1.944019 -1.30 -0.40 -0.78 -0.128
N 3.064052 0.327945 2.111859 2.39 0.41 -2.26 0.203
N 1.962392 -0.186965 3.854809 -1.69 -1.02 4.95 0.178
H 3.854892 0.362605 2.739129 -0.10 0.42 -0.66 0.120
H 3.073372 0.591005 1.136759 0.29 0.09 -0.67 0.089
H 1.012162 -0.324015 4.168469 0.49 -0.46 1.06 0.127
H 2.793292 -0.284155 4.420719 -0.58 0.17 0.03 0.124
```
Positions in Å, forces in eV/Å.

---

No. 2
C9H18O4Si | ωB97M-V/def2-TZVPD

E_LUMO	0.43	eV
SMILES string	C=C(C)C(=O)[Si@@H](CCO)C(OC)OC
energy above the lowest of the compared OMol25 structures with the same formula, charge and spin	439.5	kJ/mol

```
32
Properties=species:S:1:pos:R:3:forces:R:3:lowdin_charge:R:1
C -2.262220 -3.281545 0.621410 2.94 1.68 -0.88 0.094
C -1.903499 -2.198101 -0.118972 -2.46 -0.33 1.50 -0.342
C -1.664766 -0.911775 0.591335 2.38 -0.09 -1.21 -0.408
C -2.181834 -1.948980 -1.538937 0.20 -1.97 -1.33 -0.084
C 3.084583 -1.024836 -0.729862 1.55 -0.97 0.38 -0.133
C 3.029667 1.581938 1.326337 2.01 -2.57 -1.33 -0.067
C -2.819301 1.931161 -0.437597 -0.23 2.11 -2.14 -0.369
C -1.500602 1.965598 0.224336 0.59 -3.35 2.17 -0.264
C 1.318236 0.138970 0.409045 -1.91 -1.30 -0.31 -0.490
O -2.086191 -0.676128 1.693478 -0.18 0.45 0.66 0.038
O -3.388208 0.691961 -0.590852 -0.79 -0.92 -0.44 -0.076
O 1.739831 -0.848038 -0.531558 -1.47 -0.19 0.31 -0.220
O 2.077672 1.270252 0.305637 0.65 0.40 0.61 -0.184
Si -0.410294 0.485504 -0.330122 -1.81 -0.03 2.29 0.919
H -2.274676 -4.218488 0.091463 -0.69 -0.50 0.37 0.067
H -1.890541 -3.138908 1.637350 -0.84 -0.82 0.20 0.071
H -2.417448 -0.898991 -1.617796 -0.01 0.05 -0.85 0.039
H -1.343910 -2.314060 -2.164346 -0.15 0.77 0.05 0.098
H -3.022697 -2.595950 -1.875568 0.28 0.68 0.26 0.103
H 3.200742 -1.941532 -1.333214 0.00 0.43 0.17 0.099
H 3.637290 -1.191288 0.224287 -0.23 0.10 -0.40 0.096
H 3.538594 -0.190231 -1.253201 0.16 0.22 -0.11 0.088
H 3.145565 2.631049 1.170973 0.29 0.71 0.96 0.079
H 4.105590 1.029296 1.197322 -2.34 1.28 -0.19 0.127
H 2.660667 1.132257 2.231333 -0.17 0.80 0.88 0.077
H -2.665578 2.240071 -1.514881 -0.42 0.45 1.16 0.141
H -3.490474 2.609221 0.137303 0.08 -0.11 -0.80 0.131
H -1.099998 2.881660 0.020546 1.36 2.56 -0.07 0.042
H -1.651928 1.770422 1.332810 0.38 0.61 -1.02 0.103
H 1.056812 -0.395985 1.393927 1.58 1.13 -0.49 0.153
H -3.527093 0.422679 0.297367 -0.64 -1.08 1.25 0.064
H -0.116626 0.580040 -1.701660 -0.09 -0.19 -1.64 0.009
```
Positions in Å, forces in eV/Å.

---

No. 3
C5H7N2 | ωB97M-V/def2-TZVPD

E_LUMO	-4.91	eV
total charge	+1
energy above the lowest of the compared OMol25 structures with the same formula, charge and spin	618.4	kJ/mol

```
14
Properties=species:S:1:pos:R:3:forces:R:3:lowdin_charge:R:1
C 0.602038 1.644815 0.330296 0.43 0.83 0.54 0.233
C 1.177349 -1.064586 1.416012 0.07 -0.39 0.39 0.029
C 0.483022 0.551384 -0.586558 -1.66 0.73 1.05 -0.218
C 0.849606 -0.384852 -1.596649 0.37 -0.66 -0.77 0.002
C -1.959409 1.013929 0.149265 -2.12 0.02 0.38 0.025
N -0.577518 1.083481 -0.011507 2.66 -0.96 -1.32 -0.038
N 1.543781 -1.748589 2.274259 -0.08 0.35 -0.39 0.146
H 1.729200 -0.955551 -1.295921 -0.07 0.08 0.10 0.104
H 1.178483 0.201090 -2.463745 -0.14 0.02 -0.06 0.131
H 0.032002 -1.052217 -1.869105 0.08 0.08 -0.03 0.111
H -2.188081 0.675129 1.166890 0.17 -0.02 -0.14 0.131
H -2.386521 2.015714 0.052362 0.10 -0.09 -0.07 0.127
H -2.399789 0.326990 -0.577425 0.12 0.16 0.12 0.118
H 1.915837 -2.306738 3.011825 0.06 -0.16 0.20 0.098
```
Positions in Å, forces in eV/Å.

---

No. 4
C8H13FOS2 | ωB97M-V/def2-TZVPD

E_LUMO	0.32	eV
SMILES string	F[C@H]1CC[C@@H](S)C1.C=CC(=O)S

```
25
Properties=species:S:1:pos:R:3:forces:R:3:lowdin_charge:R:1
C -3.663374 0.067730 -0.012233 0.31 -0.02 0.03 -0.799
C -5.142173 -0.001016 -0.156348 -0.25 0.29 -0.02 -0.177
C -5.852796 1.123841 -0.194559 0.02 -0.22 0.00 0.053
C 2.084002 -1.240704 -0.013604 0.14 -0.05 0.05 -0.609
C 2.244804 -0.401829 1.287998 -0.06 -0.03 0.07 -0.188
C 3.242723 0.720897 0.947175 0.00 0.03 0.04 -0.133
C 3.106067 0.884370 -0.557078 0.17 -0.18 0.11 -0.333
C 2.978356 -0.541914 -1.063447 -0.05 -0.01 -0.06 -0.161
H -1.643276 -1.050563 0.151991 -0.22 -0.02 0.24 -0.255
H -5.602213 -0.983730 -0.226651 0.07 0.14 0.01 0.088
H -6.933934 1.113249 -0.297491 0.16 -0.02 0.01 0.067
H -5.354010 2.085454 -0.120325 -0.03 -0.11 -0.01 0.075
H 0.150875 -0.123237 -0.797249 -0.04 -0.04 -0.03 -0.089
H 2.413931 -2.272555 0.142883 -0.08 0.16 -0.04 0.092
H 1.280710 0.021236 1.580960 0.12 -0.05 -0.07 0.100
H 2.587824 -1.020418 2.122874 -0.04 0.09 -0.13 0.109
H 3.038887 1.655728 1.476877 0.03 -0.13 -0.08 0.119
H 4.271824 0.419993 1.175963 -0.12 0.04 -0.05 0.120
H 3.905186 1.462887 -1.026168 -0.08 -0.04 0.02 0.145
H 2.574648 -0.593666 -2.077609 0.05 0.01 0.14 0.112
H 3.973685 -1.000361 -1.069302 -0.08 0.07 0.00 0.123
O -3.032530 1.093682 0.075087 -0.20 -0.27 -0.03 0.005
F 1.901777 1.555379 -0.817247 -0.04 0.08 -0.05 -0.031
S -2.881771 -1.545196 0.019681 -0.60 0.24 -0.01 0.797
S 0.350776 -1.429249 -0.552176 0.81 0.04 -0.16 0.771
```
Positions in Å, forces in eV/Å.

---

No. 5
C3LiLuO6 | ωB97M-V/def2-TZVPD

E_LUMO (spin up / spin down)	-6.95 / -7.14	eV
2S+1	2
total charge	+1
energy above the lowest of the compared OMol25 structures with the same formula, charge and spin	0.0	kJ/mol

```
11
Properties=species:S:1:pos:R:3:forces:R:3:lowdin_spin:R:1
O 0.799403 2.046176 0.127598 -2.76 0.89 0.41 0.003
C 1.928107 1.581032 -0.177028 1.46 -1.32 -0.18 0.006
O 1.759299 0.167195 -0.123417 -3.14 1.72 0.30 0.001
C 2.843492 -0.828414 -0.217573 4.48 -2.32 -0.36 0.000
O 3.973894 -0.377874 -0.330242 -2.10 0.21 0.14 0.001
O 2.381497 -1.964290 -0.136079 -1.35 0.61 0.11 0.000
Lu -0.446154 0.323202 0.281846 2.81 0.23 -0.34 0.012
C -3.736801 0.200116 0.274597 -2.69 -0.09 0.07 0.568
O -4.804005 -0.367765 0.174448 1.40 0.43 0.01 0.203
O -2.584421 -0.330796 0.155148 2.33 -0.50 -0.21 0.172
Li -3.701972 -2.076856 -0.297880 -0.44 0.14 0.06 0.034
```
Positions in Å, forces in eV/Å.

---

No. 6
C2H2ClO4P | ωB97M-V/def2-TZVPD

E_LUMO	6.16	eV
total charge	-2
energy above the lowest of the compared OMol25 structures with the same formula, charge and spin	207.6	kJ/mol

```
10
Properties=species:S:1:pos:R:3:forces:R:3:lowdin_charge:R:1
C 0.433874 -0.747047 -1.081036 1.16 1.82 -3.09 -0.603
C -0.043316 1.098498 -0.058661 -0.74 -3.99 1.43 -0.803
O 0.873832 -1.141463 0.122171 -0.72 -0.57 1.11 -0.226
O -1.609834 -0.832614 1.105804 0.63 0.15 0.22 -0.444
O 1.234353 -0.512953 -2.046731 -0.47 -0.82 1.11 -0.188
O 0.574935 -0.322624 2.508544 -1.03 0.42 -1.07 -0.476
P -0.210806 -0.274407 1.195732 1.37 0.19 -0.26 0.298
Cl -1.414002 2.035800 -0.354422 -2.48 1.62 -0.53 0.383
H -0.575691 -1.063527 -1.426174 -0.03 0.12 0.87 0.104
H 0.736656 1.760338 0.034771 2.30 1.07 0.20 -0.044
```
Positions in Å, forces in eV/Å.

---

No. 7
C4H12N2O2 | ωB97M-V/def2-TZVPD

E_LUMO	0.57	eV
energy above the lowest of the compared OMol25 structures with the same formula, charge and spin	621.4	kJ/mol

```
20
Properties=species:S:1:pos:R:3:forces:R:3:lowdin_charge:R:1
C -0.645897 -1.375023 -1.561387 0.81 0.50 -0.60 -0.182
N -1.406961 -1.357681 -0.347097 -0.10 2.01 1.37 -0.023
N -1.274165 0.129065 0.371076 0.66 -1.53 -0.22 0.113
H -2.405419 -1.369702 -0.548520 0.16 0.11 0.14 0.093
H -1.735953 0.867266 -0.164549 0.27 -0.11 -0.03 0.141
H -1.749449 -0.006640 1.259948 -0.06 0.02 -0.11 0.137
H -0.101271 -2.316139 -1.640869 -0.13 -0.03 0.01 0.075
H 0.124106 -0.527910 -1.486159 -0.44 -0.42 0.03 0.061
H -1.240301 -1.183972 -2.459701 -0.01 -0.12 0.04 0.074
C 0.997621 -0.542145 1.374102 -0.33 0.11 -0.03 -0.011
C 0.268187 0.628435 0.746570 -0.39 -0.02 -0.19 -0.531
C 0.774499 1.124677 -0.515071 -0.59 -0.32 -0.75 -0.302
O 0.003076 1.570076 1.808731 -0.40 -0.48 0.05 -0.025
O 2.172209 1.336274 -0.542957 0.51 0.28 0.29 -0.098
H -0.022593 2.444674 1.404011 0.12 -0.04 -0.17 0.089
H 2.499932 1.048784 -1.396717 -0.07 -0.13 0.06 0.066
H 0.202545 1.979369 -0.907803 -0.04 0.15 0.19 0.071
H 0.538103 -0.806592 2.326202 -0.03 -0.02 0.03 0.084
H 0.977792 -1.406060 0.714697 0.10 0.01 -0.01 0.075
H 2.023938 -0.236758 1.565493 -0.01 0.03 -0.12 0.093
```
Positions in Å, forces in eV/Å.